Model w:
A cluster of 10 separate species, C30H80O30S10 in total, computed with the ωB97M-V functional and the def2-TZVPD basis.

Output
SMILES string: CCOS(C)(=O)=O.CCOS(C)(=O)=O.CCOS(C)(=O)=O.CCOS(C)(=O)=O.CCOS(C)(=O)=O.CCOS(C)(=O)=O.CCOS(C)(=O)=O.CCOS(C)(=O)=O.CCOS(C)(=O)=O.CCOS(C)(=O)=O
Orbital gap (eV): 10.89

XYZ file:
```
150
Properties=species:S:1:pos:R:3:lowdin_charge:R:1
O -0.299 28.482 29.070 -0.223
S -0.531 29.809 29.400 0.514
O -0.074 30.328 30.633 -0.260
O 0.132 30.658 28.260 -0.209
C 0.148 32.023 28.510 -0.356
C 0.652 32.716 27.309 -0.062
C -2.252 30.164 29.250 -0.105
H 0.626 32.245 29.468 0.119
H -0.876 32.424 28.694 0.106
H 1.739 32.594 27.217 0.092
H 0.550 33.805 27.347 0.078
H 0.146 32.341 26.425 0.089
H -2.521 29.878 28.247 0.082
H -2.342 31.230 29.430 0.044
H -2.649 29.599 30.076 0.054
O -10.479 30.576 30.481 -0.259
S -10.206 29.623 31.484 0.501
O -10.653 28.303 31.336 -0.249
O -8.702 29.544 31.808 -0.251
C -7.903 30.739 31.824 -0.224
C -7.601 31.147 33.226 -0.066
C -10.755 30.268 33.009 -0.099
H -8.384 31.514 31.230 0.117
H -7.009 30.359 31.346 0.126
H -6.890 31.984 33.247 0.101
H -7.030 30.342 33.719 0.045
H -8.413 31.414 33.887 0.066
H -10.231 31.205 33.135 0.047
H -10.579 29.527 33.782 0.075
H -11.833 30.404 33.010 0.050
O -10.418 35.775 29.144 -0.232
S -10.705 34.919 28.090 0.507
O -12.021 34.559 27.757 -0.252
O -9.992 35.489 26.817 -0.240
C -10.421 34.966 25.566 -0.282
C -9.283 35.165 24.567 -0.061
C -9.765 33.439 28.260 -0.093
H -11.248 35.585 25.211 0.128
H -10.711 33.919 25.559 0.115
H -9.573 34.725 23.614 0.081
H -8.421 34.562 24.894 0.083
H -8.986 36.198 24.465 0.078
H -9.687 33.025 27.266 0.064
H -10.322 32.786 28.923 0.054
H -8.817 33.767 28.660 0.076
O -2.762 27.166 30.235 -0.256
S -3.609 26.043 30.355 0.524
O -3.573 24.954 29.453 -0.254
O -3.367 25.448 31.769 -0.246
C -3.957 24.134 32.016 -0.227
C -3.522 23.693 33.372 -0.063
C -5.269 26.586 30.503 -0.111
H -3.639 23.431 31.257 0.121
H -5.027 24.348 32.000 0.108
H -2.538 23.236 33.429 0.087
H -4.239 22.919 33.676 0.082
H -3.572 24.467 34.130 0.064
H -5.311 27.185 31.398 0.061
H -5.912 25.717 30.528 0.053
H -5.476 27.173 29.615 0.079
O -13.359 29.092 34.187 -0.237
S -13.768 28.006 34.945 0.487
O -14.721 28.125 35.941 -0.223
O -14.244 26.946 33.879 -0.270
C -14.868 25.732 34.402 -0.243
C -15.243 24.866 33.223 -0.069
C -12.356 27.206 35.613 -0.107
H -15.772 25.930 34.976 0.123
H -14.182 25.159 35.036 0.118
H -14.373 24.733 32.567 0.083
H -16.060 25.272 32.639 0.079
H -15.470 23.847 33.550 0.087
H -12.762 26.536 36.367 0.070
H -11.815 27.989 36.128 0.076
H -11.860 26.693 34.806 0.061
O -10.229 35.988 34.210 -0.259
S -10.571 34.754 33.606 0.535
O -9.582 33.836 33.202 -0.266
O -11.498 34.005 34.633 -0.240
C -12.439 34.805 35.343 -0.303
C -12.179 34.810 36.818 -0.069
C -11.648 35.007 32.236 -0.087
H -13.472 34.456 35.167 0.131
H -12.541 35.838 34.978 0.118
H -12.756 35.585 37.307 0.083
H -11.116 35.001 37.010 0.085
H -12.339 33.807 37.218 0.080
H -10.927 35.104 31.425 0.049
H -12.189 35.919 32.418 0.077
H -12.218 34.099 32.074 0.059
O -6.578 23.223 35.033 -0.240
S -6.254 24.409 35.685 0.482
O -4.955 24.501 36.224 -0.250
O -6.539 25.620 34.741 -0.276
C -6.168 26.932 35.290 -0.217
C -6.896 27.980 34.501 -0.074
C -7.446 24.701 36.962 -0.103
H -5.088 27.028 35.198 0.131
H -6.507 27.030 36.322 0.113
H -6.897 27.869 33.416 0.077
H -6.552 28.982 34.758 0.070
H -7.965 27.955 34.766 0.092
H -6.951 25.389 37.641 0.066
H -7.613 23.742 37.420 0.075
H -8.296 25.202 36.524 0.070
O -15.171 32.712 29.742 -0.230
S -14.209 31.789 30.122 0.511
O -13.417 32.049 31.264 -0.266
O -14.959 30.430 30.290 -0.238
C -14.220 29.276 30.783 -0.237
C -15.182 28.164 31.138 -0.057
C -13.151 31.416 28.729 -0.105
H -13.591 29.553 31.640 0.093
H -13.516 28.949 29.998 0.122
H -15.689 27.784 30.247 0.085
H -15.969 28.488 31.827 0.093
H -14.660 27.366 31.661 0.053
H -12.782 32.334 28.273 0.045
H -13.632 30.792 27.982 0.078
H -12.305 30.834 29.112 0.036
O 0.010 37.208 31.215 -0.251
S 0.938 36.235 31.603 0.508
O 1.785 36.406 32.701 -0.234
O 0.158 34.920 31.907 -0.215
C -0.895 34.586 31.050 -0.293
C -1.823 33.589 31.714 -0.040
C 1.883 35.790 30.190 -0.111
H -0.625 34.234 30.050 0.097
H -1.490 35.483 30.865 0.114
H -1.767 33.575 32.795 0.087
H -1.660 32.566 31.368 0.055
H -2.827 33.905 31.422 0.082
H 1.222 35.343 29.458 0.049
H 2.726 35.201 30.534 0.078
H 2.294 36.695 29.742 0.079
O -8.463 24.850 29.818 -0.266
S -9.770 24.333 29.904 0.510
O -10.196 23.348 29.012 -0.239
O -9.967 23.769 31.331 -0.220
C -8.958 24.162 32.275 -0.273
C -9.198 25.500 32.772 -0.070
C -10.980 25.598 29.864 -0.111
H -7.984 24.082 31.785 0.113
H -8.963 23.366 33.018 0.130
H -10.235 25.618 33.108 0.088
H -9.134 26.174 31.898 0.075
H -8.484 25.916 33.460 0.053
H -11.207 25.884 30.874 0.039
H -11.809 25.158 29.329 0.072
H -10.592 26.444 29.314 0.072
```

---

Model x:
A cluster of 10 separate species, C30H80O30S10 in total, computed with the ωB97M-V functional and the def2-TZVPD basis.

Output
SMILES string: CCOS(C)(=O)=O.CCOS(C)(=O)=O.CCOS(C)(=O)=O.CCOS(C)(=O)=O.CCOS(C)(=O)=O.CCOS(C)(=O)=O.CCOS(C)(=O)=O.CCOS(C)(=O)=O.CCOS(C)(=O)=O.CCOS(C)(=O)=O
Orbital gap (eV): 10.75

XYZ file:
```
150
Properties=species:S:1:pos:R:3:lowdin_charge:R:1
O -2.941 5.409 -2.135 -0.259
S -3.011 4.507 -1.045 0.588
O -2.844 4.902 0.319 -0.299
O -4.493 3.905 -1.197 -0.256
C -5.226 3.560 -0.004 -0.277
C -6.210 2.415 -0.167 -0.041
C -2.029 3.034 -1.342 -0.095
H -5.573 4.501 0.436 0.095
H -4.533 3.224 0.795 0.102
H -5.664 1.477 -0.138 0.056
H -6.676 2.416 -1.154 0.083
H -6.906 2.531 0.658 0.071
H -2.617 2.147 -1.127 0.069
H -1.227 3.080 -0.608 0.055
H -1.691 3.080 -2.367 0.064
O -6.331 4.457 5.198 -0.252
S -6.136 4.833 3.850 0.562
O -6.615 4.055 2.762 -0.269
O -6.664 6.325 3.729 -0.251
C -6.818 6.875 2.412 -0.277
C -6.772 8.382 2.498 -0.059
C -4.389 5.128 3.587 -0.097
H -7.784 6.590 1.974 0.127
H -6.094 6.406 1.737 0.100
H -7.491 8.691 3.258 0.084
H -6.905 8.830 1.523 0.082
H -5.812 8.704 2.920 0.082
H -4.102 5.867 4.325 0.075
H -4.185 5.404 2.557 0.050
H -3.892 4.183 3.798 0.059
O 1.332 5.112 4.967 -0.280
S 1.842 3.779 4.988 0.555
O 2.314 3.171 3.791 -0.269
O 2.929 3.702 6.150 -0.267
C 3.869 4.793 6.275 -0.262
C 4.227 4.984 7.741 -0.061
C 0.641 2.770 5.791 -0.117
H 3.608 5.711 5.749 0.117
H 4.768 4.446 5.746 0.122
H 3.394 5.401 8.305 0.080
H 5.066 5.680 7.728 0.083
H 4.487 4.023 8.176 0.079
H -0.339 2.956 5.350 0.061
H 0.612 3.029 6.841 0.072
H 0.800 1.709 5.607 0.077
O 2.716 -1.766 -5.114 -0.263
S 2.083 -0.691 -4.418 0.571
O 1.453 -0.883 -3.158 -0.266
O 3.159 0.481 -4.154 -0.268
C 4.243 0.557 -5.134 -0.245
C 5.005 1.847 -4.907 -0.070
C 1.020 0.148 -5.561 -0.087
H 3.880 0.637 -6.165 0.116
H 4.910 -0.298 -5.053 0.106
H 5.223 2.024 -3.862 0.076
H 4.477 2.701 -5.333 0.075
H 5.896 1.805 -5.543 0.086
H 1.644 0.602 -6.327 0.069
H 0.759 1.084 -5.037 0.077
H 0.126 -0.423 -5.749 0.073
O -0.755 -2.794 -4.242 -0.256
S -0.312 -3.693 -3.243 0.582
O -0.558 -3.431 -1.864 -0.284
O -1.018 -5.094 -3.615 -0.264
C -0.700 -6.256 -2.808 -0.269
C -1.869 -7.182 -2.695 -0.051
C 1.360 -4.191 -3.641 -0.097
H -0.458 -5.871 -1.808 0.086
H 0.219 -6.697 -3.197 0.120
H -1.768 -7.715 -1.749 0.074
H -1.881 -7.940 -3.476 0.081
H -2.803 -6.627 -2.689 0.079
H 1.839 -4.670 -2.784 0.067
H 1.933 -3.266 -3.756 0.016
H 1.390 -4.818 -4.518 0.091
O 0.767 2.241 -2.236 -0.274
S 2.011 2.902 -2.070 0.565
O 2.734 3.341 -3.215 -0.265
O 1.670 4.146 -1.128 -0.266
C 2.557 5.311 -1.198 -0.247
C 2.540 5.918 0.169 -0.065
C 3.014 1.974 -0.919 -0.083
H 2.272 5.967 -2.026 0.125
H 3.531 4.931 -1.531 0.108
H 1.553 6.256 0.492 0.086
H 3.105 6.854 0.254 0.084
H 2.945 5.210 0.890 0.080
H 3.310 1.070 -1.446 0.048
H 2.345 1.666 -0.122 0.053
H 3.850 2.559 -0.554 0.079
O 5.824 -1.914 -3.098 -0.251
S 5.113 -2.760 -2.213 0.592
O 4.213 -3.776 -2.661 -0.274
O 6.243 -3.446 -1.301 -0.237
C 5.879 -4.392 -0.284 -0.253
C 5.326 -5.724 -0.766 -0.075
C 4.206 -1.755 -1.074 -0.113
H 5.235 -3.964 0.490 0.103
H 6.845 -4.579 0.191 0.124
H 5.159 -6.416 0.063 0.084
H 6.023 -6.233 -1.435 0.088
H 4.373 -5.613 -1.274 0.047
H 4.624 -0.785 -0.827 0.077
H 4.046 -2.296 -0.144 0.046
H 3.211 -1.574 -1.488 0.051
O -0.247 -7.500 0.611 -0.282
S 1.175 -7.572 0.494 0.553
O 1.771 -7.652 -0.799 -0.262
O 1.832 -6.334 1.215 -0.253
C 1.146 -5.091 1.038 -0.247
C 2.158 -4.076 0.622 -0.049
C 1.753 -8.821 1.605 -0.110
H 0.623 -4.837 1.952 0.130
H 0.429 -5.254 0.231 0.087
H 2.548 -3.720 1.593 0.102
H 1.797 -3.127 0.245 0.054
H 2.998 -4.448 0.053 0.055
H 1.444 -9.798 1.239 0.077
H 1.210 -8.646 2.530 0.074
H 2.826 -8.779 1.741 0.073
O -5.759 -2.433 -0.726 -0.259
S -4.429 -1.958 -0.883 0.545
O -4.148 -0.607 -0.536 -0.287
O -3.427 -2.852 -0.061 -0.257
C -3.465 -4.291 -0.155 -0.229
C -2.700 -4.799 1.081 -0.041
C -3.877 -2.197 -2.569 -0.092
H -2.999 -4.722 -1.048 0.103
H -4.510 -4.594 -0.066 0.118
H -2.361 -5.834 1.100 0.068
H -3.390 -4.647 1.917 0.083
H -1.801 -4.198 1.226 0.064
H -2.800 -2.118 -2.684 0.044
H -4.343 -1.318 -3.017 0.075
H -4.272 -3.122 -2.971 0.077
O 1.670 -0.551 0.428 -0.282
S 0.270 -0.637 0.710 0.573
O -0.166 -1.667 1.596 -0.265
O -0.227 0.785 1.229 -0.250
C -1.358 0.766 2.121 -0.233
C -1.656 2.221 2.520 -0.043
C -0.575 -0.706 -0.822 -0.107
H -1.130 0.195 3.021 0.116
H -2.220 0.361 1.583 0.117
H -0.722 2.794 2.520 0.086
H -2.110 2.318 3.502 0.068
H -2.280 2.664 1.744 0.049
H -1.631 -0.662 -0.558 0.050
H -0.352 -1.611 -1.376 0.025
H -0.347 0.192 -1.394 0.060
```

---

Preferred: model x; penalty for the next structure: 40.2 kcal/mol.

---

Model w:
The molecule C6H12O6, computed with the ωB97M-V functional and the def2-TZVPD basis.

Output
SMILES string: O=C(COCOCCO)OCO
Orbital gap (eV): 10.64

XYZ file:
```
24
Properties=species:S:1:pos:R:3:nbo_charge:R:1
O 1.445 1.688 0.032 -0.519
C 0.400 1.942 0.555 0.779
C -0.313 1.068 1.571 -0.185
O 0.265 -0.206 1.638 -0.534
C -0.594 -1.304 1.410 0.246
O 0.116 -2.330 0.810 -0.519
C 0.605 -1.999 -0.483 -0.107
C 1.541 -3.108 -0.956 -0.073
O 2.554 -2.648 -1.840 -0.714
O -0.291 3.102 0.308 -0.562
C -1.090 3.043 -0.886 0.230
O -2.090 3.995 -0.806 -0.687
H -1.379 1.039 1.305 0.188
H -0.248 1.573 2.545 0.220
H -0.976 -1.700 2.358 0.169
H -1.437 -0.981 0.774 0.121
H 1.159 -1.050 -0.445 0.192
H -0.246 -1.878 -1.172 0.161
H 2.012 -3.547 -0.069 0.182
H 0.964 -3.892 -1.461 0.165
H 2.424 -1.715 -2.033 0.468
H -1.494 2.025 -1.001 0.132
H -0.448 3.276 -1.738 0.172
H -2.881 3.607 -0.416 0.476
```

---

Model x:
A structure of composition C6H12O6, computed with the ωB97M-V functional and the def2-TZVPD basis.

Output
Orbital gap (eV): 10.35

XYZ file:
```
24
Properties=species:S:1:pos:R:3:nbo_charge:R:1
O -1.061 -0.075 -2.514 -0.674
C -0.414 0.941 -1.907 -0.119
H -1.002 1.556 -1.351 0.178
C 0.767 0.554 -1.089 0.073
C 0.638 -0.940 -0.747 0.020
O 2.159 -1.209 -0.482 -0.757
H 2.608 -0.402 0.030 0.464
C -0.112 -1.360 0.413 0.041
O -1.445 -1.247 -0.021 -0.738
H -1.998 -1.451 0.813 0.514
C 0.385 -0.390 1.579 0.028
O -0.703 -0.636 2.537 -0.791
H -1.590 0.247 2.597 0.516
C 0.187 1.142 1.135 0.340
O -1.337 1.388 0.886 -0.738
H -1.573 0.927 0.261 0.434
O 0.830 1.547 0.028 -0.522
H 0.470 1.970 1.831 0.203
H 1.241 -0.590 2.129 0.216
H 0.273 -2.212 0.759 0.201
H 0.530 -1.611 -1.654 0.249
H 1.929 0.829 -1.777 0.234
H 0.127 1.447 -2.919 0.178
H -1.351 -0.529 -1.884 0.451
```

---

Preferred: model w; penalty for the next structure: 139.1 kcal/mol.

---

Model w:
The molecule C5H4O2, computed with the ωB97M-V functional and the def2-TZVPD basis.

Output
SMILES string: O=C=C1CCC1=O
Orbital gap (eV): 9.64

XYZ file:
```
11
Properties=species:S:1:pos:R:3:nbo_charge:R:1
C 1.973 -0.739 0.017 0.804
C 0.772 -0.222 0.156 -0.491
C 0.267 1.121 0.061 0.576
C -0.617 -0.848 -0.017 -0.372
C -1.172 0.678 -0.061 -0.492
O 3.093 -1.203 -0.048 -0.429
O 0.878 2.174 0.014 -0.527
H -0.747 -1.632 -0.837 0.228
H -1.044 -1.414 0.855 0.216
H -1.711 0.974 0.853 0.241
H -1.691 1.111 -0.994 0.247
```

---

Model x:
A cluster of 2 separate species, C5H4O2 in total, computed with the ωB97M-V functional and the def2-TZVPD basis.

Output
Orbital gap (eV): 9.26

XYZ file:
```
11
Properties=species:S:1:pos:R:3:nbo_charge:R:1
O 2.712 -1.257 0.377 -0.504
C 2.032 -0.948 -0.478 0.505
C 0.183 1.530 0.137 -0.428
C -0.563 0.596 0.734 -0.184
C -1.136 -0.620 0.147 -0.600
C -0.882 -1.095 -1.063 0.760
O -0.688 -1.549 -2.117 -0.437
H 0.562 2.374 0.705 0.208
H 0.439 1.493 -0.919 0.195
H -0.793 0.713 1.790 0.212
H -1.845 -1.212 0.717 0.272
```

---

Preferred: model x; penalty for the next structure: 7.6 kcal/mol.